{
  "formula": "C4H7NO2",
  "method": "the ωB97M-V functional and the def2-TZVPD basis",
  "relative_energy_kcal_mol": 104.8,
  "largest_force_ev_per_a": 4.8,
  "total_charge": 0,
  "total_energy_ha": -361.71391,
  "multiplicity": 1,
  "smiles": "C#[N+][O-].CC(C)=O",
  "homo_lumo_gap_ha": 0.3863,
  "species": ["C", "C", "C", "C", "N", "O", "O", "H", "H", "H", "H", "H", "H", "H"],
  "positions_angstrom": [[1.835, 0.798, -0.835], [-0.710, 0.482, 0.482], [-0.387, -0.846, 1.160], [-1.522, 0.224, -0.747], [2.490, -0.096, -0.514], [2.935, -1.092, -0.110], [-0.385, 1.562, 0.926], [1.762, 1.839, -1.037], [0.724, -0.941, 0.935], [-1.035, -1.547, 0.755], [-0.445, -0.540, 2.236], [-1.181, -0.727, -1.188], [-1.497, 0.982, -1.531], [-2.584, -0.099, -0.531]],
  "atomic_forces_ev_per_a": [[0.184, 1.170, -0.641], [-0.573, -0.376, 0.417], [2.695, 3.769, 1.394], [-1.007, -0.834, -1.160], [-1.277, 1.314, -0.271], [1.562, -2.537, 0.801], [-0.160, -0.367, -0.459], [-0.226, 0.093, -0.065], [-1.415, -0.711, 0.256], [-0.743, -1.841, -0.059], [-0.165, -1.160, -0.671], [0.350, 0.400, -0.084], [-0.143, 0.182, 0.318], [0.917, 0.897, 0.223]]
}

{
  "formula": "C4H7NO2",
  "method": "the ωB97M-V functional and the def2-TZVPD basis",
  "relative_energy_kcal_mol": 1.5,
  "largest_force_ev_per_a": 0.4,
  "total_charge": 0,
  "total_energy_ha": -361.87843,
  "multiplicity": 1,
  "smiles": "C[C@H]1CNC(=O)O1",
  "homo_lumo_gap_ha": 0.3968,
  "species": ["C", "C", "C", "N", "C", "O", "O", "H", "H", "H", "H", "H", "H", "H"],
  "positions_angstrom": [[-1.523, -0.908, 0.133], [-0.385, -0.257, -0.630], [0.010, 1.148, -0.110], [1.275, 0.868, 0.527], [1.726, -0.407, 0.273], [2.763, -0.900, 0.628], [0.785, -1.066, -0.454], [-1.252, -0.995, 1.191], [-1.705, -1.912, -0.259], [-2.444, -0.322, 0.050], [-0.603, -0.230, -1.702], [-0.726, 1.521, 0.613], [0.101, 1.883, -0.919], [1.978, 1.576, 0.657]],
  "atomic_forces_ev_per_a": [[-0.037, -0.007, 0.038], [-0.211, 0.088, -0.050], [-0.126, 0.032, -0.057], [0.170, -0.073, 0.001], [0.276, -0.013, 0.074], [-0.329, 0.186, -0.243], [0.157, -0.049, 0.066], [-0.066, 0.039, -0.118], [0.000, 0.142, 0.071], [0.131, -0.052, -0.023], [0.036, -0.029, 0.151], [0.083, -0.061, -0.143], [0.002, -0.151, 0.075], [-0.086, -0.052, 0.158]]
}